1.
54
Properties=species:S:1:pos:R:3:forces:R:3 method="wB97M-V/def2-TZVPD" relative_energy_ev=6.009 total_charge=0 orbital_gap_ev=9.761 multiplicity=1 energy_ha=-1375.7661
O -3.7369 -1.2397 3.0582 -2.0 -0.2 0.6
H -2.8654 -1.1262 2.7511 1.7 -0.4 -0.6
H -3.8538 -2.1283 3.4127 0.3 0.2 -0.1
O 1.0765 1.1829 -0.7554 0.2 -0.3 -0.4
H 0.2538 1.5416 -1.0972 -0.1 0.0 0.0
H 1.3567 1.8540 -0.1301 0.1 -0.1 0.0
O 1.5014 4.4196 0.4285 -2.8 0.0 2.4
H 1.3868 5.0306 -0.2679 0.7 0.5 -1.4
H 2.2335 3.8579 0.4879 2.0 -0.6 -0.8
O 3.0555 -2.3299 2.2733 1.0 1.0 3.0
H 2.4148 -2.7496 1.7360 -1.2 -0.7 -0.4
H 2.7902 -2.3163 3.2561 0.3 -0.4 -2.7
O -0.5279 0.5110 2.1199 -0.1 -0.2 0.3
H -0.8641 1.2914 1.5625 0.9 -0.8 1.2
H -0.0102 0.7545 2.9203 -0.7 0.3 -1.2
O 3.7167 0.1521 -0.4673 0.2 0.5 0.6
H 3.0811 -0.3882 0.0102 -0.1 -0.1 -0.1
H 4.0689 -0.3966 -1.1579 0.1 -0.4 -0.4
O -3.8061 -0.1022 -3.5048 -1.6 -1.6 2.0
H -3.3392 -0.6654 -2.7992 -0.9 1.4 -1.5
H -4.7729 -0.1811 -3.1988 2.2 0.3 -0.9
O 0.5484 -3.9863 4.3091 0.9 1.0 -0.6
H 0.6568 -3.0384 4.0082 -1.1 -1.7 0.8
H -0.3224 -4.2145 4.6587 0.1 0.8 -0.2
O -0.8639 2.5023 0.4598 1.3 4.9 1.8
H -1.5286 3.2550 0.3760 0.5 -1.6 0.0
H -0.1039 3.1590 0.9139 -2.2 -2.5 -1.9
O 2.6342 2.4328 -5.2396 -2.0 -2.7 1.3
H 1.7853 2.0530 -4.8242 1.0 1.8 -0.8
H 3.0062 1.5272 -5.1858 1.0 0.8 -0.5
O -2.9585 1.4654 2.9719 -0.3 -2.7 -0.1
H -3.8366 1.0274 2.9601 0.1 1.1 0.1
H -2.4722 0.5782 2.9389 0.1 2.6 0.1
O -2.2692 4.8738 2.7128 -0.1 -1.2 -0.3
H -1.4956 5.0651 3.2380 0.3 0.3 0.3
H -2.2995 3.8902 2.7271 -0.3 0.7 0.0
O -1.0586 0.5960 -3.5568 -1.3 0.0 1.8
H -1.7433 0.0078 -3.9404 0.6 0.6 0.1
H -1.4871 0.8151 -2.6636 0.9 -0.4 -2.0
O -1.4300 -3.4825 -2.4245 -1.2 -1.7 2.3
H -1.2305 -3.8805 -3.2430 0.8 0.3 -2.2
H -1.7323 -4.3416 -2.0229 0.1 1.4 0.3
O 4.4902 0.0385 3.3806 0.0 -1.9 -0.4
H 3.8922 -0.3052 4.0785 0.7 0.3 -0.7
H 4.6981 -0.7723 2.8107 -0.6 1.7 1.1
O 1.9224 -2.8924 -1.1064 2.4 -1.5 0.0
H 1.7777 -3.7717 -0.7271 -0.2 0.4 -0.2
H 1.1345 -2.4158 -1.0863 -2.3 1.2 0.3
O 0.7821 -2.7036 -3.9739 0.3 0.8 0.4
H 0.7171 -3.6110 -4.2415 0.3 -0.7 -0.1
H 1.2490 -2.6931 -3.1153 -0.2 -0.2 -0.6
O -2.7567 -0.7183 -1.0605 -0.7 -4.3 0.9
H -3.0553 -1.7208 -1.1298 0.1 2.8 -0.7
H -2.1811 -1.0180 -0.3396 0.8 1.4 0.2

=====

2.
54
Properties=species:S:1:pos:R:3:forces:R:3 method="wB97M-V/def2-TZVPD" relative_energy_ev=8.908 total_charge=0 orbital_gap_ev=9.467 multiplicity=1 energy_ha=-1375.6595
O -2.7385 -1.8297 0.1956 0.0 -1.5 -0.1
H -2.8441 -0.9195 0.3581 0.7 2.2 0.6
H -3.5523 -1.9183 -0.2893 -0.5 -1.0 -0.6
O 0.5065 0.4824 0.3056 -1.8 4.0 1.2
H -0.2884 0.0010 0.1978 -1.3 -0.4 0.2
H 1.1930 -0.0448 0.0684 3.5 -2.6 -0.2
O 3.5182 2.3414 1.2017 -1.1 0.3 -2.2
H 3.2459 2.0592 0.2747 0.6 0.1 1.7
H 3.0580 3.2056 1.2007 0.5 -0.5 0.5
O 3.1191 -0.7728 0.5900 2.1 0.5 -7.0
H 3.2757 -0.4728 1.4278 1.0 2.0 3.3
H 3.8415 -0.2749 -0.1183 -3.0 -2.1 3.6
O -1.2874 3.5173 3.7648 -2.8 -1.6 2.3
H -1.9282 2.7368 3.6164 1.5 1.8 -0.2
H -1.6515 3.7574 4.6931 1.2 -0.1 -2.2
O 3.0157 -2.8849 2.8850 0.6 -1.3 1.7
H 3.4377 -2.8171 3.7971 -0.8 0.7 -2.3
H 2.9652 -2.0924 2.3436 0.2 0.1 0.7
O -2.7543 0.6482 -1.4285 2.0 2.8 -1.0
H -2.1752 1.5329 -1.4116 -1.8 -2.8 -0.8
H -3.0589 0.6494 -2.3473 -0.1 0.0 0.2
O 0.9035 -3.8077 -2.1691 -1.2 -1.5 1.8
H 1.4411 -3.1738 -1.7089 0.9 0.7 -0.4
H 0.3129 -3.9249 -1.3648 0.4 -0.4 -1.8
O -2.0677 0.7113 0.7941 0.0 2.8 0.4
H -2.0605 0.9423 1.7363 0.1 0.0 -0.3
H -1.9918 1.6226 0.3250 -0.2 -2.5 1.6
O 3.8708 -0.2566 -2.8413 14.3 5.4 -2.5
H 4.6361 -0.7589 -2.5991 -0.5 -1.0 0.3
H 3.0993 -0.4395 -2.7333 -13.9 -4.8 2.3
O -4.1103 1.3117 3.6358 1.6 -0.1 0.4
H -3.2079 1.0627 3.9687 -1.5 0.0 -0.3
H -4.3929 0.5702 3.0910 0.0 -0.1 0.0
O -5.3155 0.7641 -0.8327 0.1 -3.8 -1.9
H -4.4614 0.7185 -0.4549 1.5 0.1 0.4
H -5.7152 1.5084 -0.5476 -2.0 3.8 1.5
O -1.6138 3.1402 -2.4184 -0.9 -5.5 -3.6
H -1.5360 3.8274 -1.8923 0.8 5.5 3.7
H -1.1794 3.3026 -3.2549 0.1 0.2 0.0
O 0.6578 0.2163 -5.5215 -1.5 1.3 0.0
H 0.0742 -0.5755 -5.5838 0.4 1.2 0.1
H 0.0861 1.0619 -5.5382 1.1 -2.5 -0.1
O 0.3442 -4.2722 3.7483 -1.3 3.2 -0.5
H 0.9909 -3.7313 3.2477 0.3 -1.4 0.4
H 0.5542 -5.1449 3.9546 1.2 -1.8 0.0
O 0.5246 -1.5466 -1.3892 -1.9 4.1 1.4
H 0.8837 -0.6068 -1.3623 0.0 -1.8 -0.9
H -0.3423 -1.2167 -0.9368 1.5 -2.1 -1.4
O 3.6644 2.3720 -3.6291 9.1 -2.9 1.7
H 3.7991 1.4760 -3.1977 -0.6 1.4 -1.0
H 2.8478 2.5776 -3.7214 -8.5 1.7 -0.8
O 0.5405 -1.5970 2.5375 0.3 0.4 -0.2
H -0.0528 -2.1044 3.0629 -0.5 -1.4 1.0
H -0.0813 -0.9335 2.2699 0.0 1.1 -0.8

=====

3.
56
Properties=species:S:1:pos:R:3:forces:R:3 method="wB97M-V/def2-TZVPD" relative_energy_ev=2.973 total_charge=-1 orbital_gap_ev=9.531 multiplicity=1 energy_ha=-1451.7933
O -3.2866 0.2657 -0.0373 0.0 -1.0 -0.2
H 3.6408 2.8255 -0.2353 0.2 0.2 -0.1
H -0.2121 2.0517 -3.6323 1.0 0.1 -1.7
O 3.4037 0.4401 -1.2476 -0.8 -0.1 -0.1
H 1.6821 1.6330 1.7195 -0.1 0.1 -0.5
H 2.4445 0.3066 -0.9909 0.6 0.1 0.3
O -1.0056 1.5602 -3.9225 0.9 0.8 1.7
H -4.3336 0.1541 2.8665 -0.7 -0.2 -0.2
H 1.4537 -1.7314 -2.2937 0.2 -0.3 0.5
O 0.1897 3.7872 0.6315 0.8 1.9 -0.3
H 0.6329 3.0433 0.2330 0.0 -0.2 -0.2
H -0.4606 3.3591 1.1756 -0.3 -0.5 0.1
O -1.0952 1.5807 0.4262 1.2 -0.4 -0.8
H 0.0317 1.2172 -0.1171 -0.6 -0.4 1.3
H -1.5651 2.1555 -0.1744 -0.4 0.1 -0.3
O 1.8916 2.0084 -3.2123 -0.3 0.1 0.1
H -2.4169 -1.7931 3.2533 -0.4 -0.4 0.1
H 1.9909 1.1331 -3.5968 0.0 -0.2 -0.3
O 1.9177 -1.9155 -3.1153 -0.4 0.3 -0.5
H -2.3804 -0.0701 -1.7572 0.0 -0.2 0.2
H 1.1978 -2.1281 -3.7199 0.1 0.0 -0.1
O -1.8693 -0.7801 -2.1791 0.0 0.3 -0.4
H -2.1835 -2.4424 -0.7122 0.4 -0.5 0.7
O -0.7378 -4.7502 0.6807 0.1 -0.3 0.4
H -2.2079 -0.3979 3.5518 -0.3 0.4 0.3
H -1.6674 -4.5163 0.7564 0.0 0.1 -0.1
O -4.5243 0.8187 2.1773 0.6 -0.3 1.4
H 1.5149 3.0372 2.4100 0.2 0.2 -0.5
H -3.6916 1.3037 2.3181 -0.2 0.5 -0.6
O 3.9997 -2.5018 -1.2303 0.7 -0.4 0.4
H 4.1185 -2.2633 -2.1477 -0.1 0.2 -0.3
H 0.1647 -0.2541 1.7629 0.0 0.1 0.1
O 1.3121 2.1044 2.4614 -0.2 -0.8 1.3
H 2.1293 1.8208 -2.2960 0.2 0.1 0.0
H 0.7589 -3.2488 0.3913 -0.3 0.1 0.4
O -2.7821 -1.1256 3.8495 0.6 0.2 -0.6
H 1.8201 -2.1249 0.6099 -0.4 0.0 0.2
H -0.9518 -0.5041 -2.2548 -0.1 0.2 -0.1
O -1.8498 -3.1661 -1.2696 -0.9 0.8 -0.5
H -1.2127 1.5750 -2.9751 -1.6 -0.9 0.0
H -0.6213 -4.8584 -0.2663 -0.1 0.1 -0.2
O -1.5286 2.1486 3.0662 -0.3 0.1 0.6
H -1.6422 2.5533 2.2055 -0.6 -0.3 -0.4
H -0.6251 1.8431 2.9406 0.5 -0.2 0.2
O 1.6295 -2.9347 0.1312 0.2 -0.1 -0.4
H 0.2522 -0.2726 -0.2266 0.5 -0.5 0.0
H -3.9366 0.0149 0.6507 0.4 0.5 -0.4
O 0.9372 0.4036 -0.1284 -0.4 0.6 -0.5
H -2.0584 -2.6256 -2.0637 0.5 -0.8 -0.1
H 3.5802 -1.7337 -0.8405 0.0 0.2 -0.2
O 3.9185 2.6319 0.6687 -0.2 -0.1 -0.2
H 3.3811 1.8568 0.8552 0.1 0.0 0.4
H 3.8747 0.6349 -0.4342 0.2 -0.1 -0.1
O -0.4155 -0.9840 2.0205 -0.4 -0.3 -0.2
H -2.3963 0.1211 0.3510 -0.5 0.7 0.0
H -0.2104 -1.2665 2.9121 0.5 0.1 0.1

=====

4.
57
Properties=species:S:1:pos:R:3:forces:R:3 method="wB97M-V/def2-TZVPD" relative_energy_ev=7.662 total_charge=0 orbital_gap_ev=10.289 multiplicity=1 energy_ha=-1452.1582
O -2.5457 3.4925 1.9451 0.2 0.0 1.6
H -1.5799 3.5856 1.9544 -0.3 0.0 -0.3
H -2.7248 3.1043 2.8423 0.1 0.4 -1.4
O 0.4046 2.8702 0.6296 3.7 5.8 10.6
H 0.3393 2.3196 1.5971 0.5 1.6 -3.0
H 0.1109 2.3259 0.0781 -4.2 -7.3 -7.6
O -0.4632 -3.2886 1.9371 2.9 -2.7 -1.0
H -0.1602 -4.3261 1.8752 -1.3 3.9 0.3
H 0.3378 -2.8414 1.4837 -1.6 -1.3 0.7
O -2.0208 1.6887 -3.6494 0.6 3.4 -1.5
H -1.1712 1.9453 -4.1096 -0.5 -1.2 0.8
H -2.4059 2.6205 -3.8133 0.0 -2.2 0.8
O -4.4107 -0.1864 -1.2738 -5.3 6.0 1.7
H -3.6293 -0.4894 -1.5389 5.3 -1.7 -1.8
H -4.3632 0.8905 -1.3149 0.0 -4.3 0.0
O -0.2802 -0.8572 3.7775 1.2 -3.8 -2.1
H -0.1595 -1.8353 3.3410 0.7 2.7 2.0
H -1.1349 -0.9162 3.3474 -1.8 1.1 0.3
O 2.1689 -2.8891 0.8678 -4.5 3.3 -2.3
H 2.6623 -3.6088 0.8128 3.5 -5.1 -0.5
H 2.3839 -2.4603 1.6369 1.4 1.6 3.2
O 1.0418 1.0285 2.3833 -0.5 0.2 0.1
H 0.3728 0.3751 2.7351 0.7 0.1 0.0
H 1.2151 0.8550 1.4480 0.0 -0.7 0.1
O 3.0815 2.0937 -0.0621 -1.0 2.5 0.0
H 2.3206 2.7191 0.3150 2.0 -2.2 -1.1
H 3.5584 2.6254 -0.7541 -0.8 -0.6 1.1
O 1.5532 5.1413 -0.4839 -0.7 -0.6 0.5
H 0.6019 5.3415 -0.2730 1.5 -0.6 -0.2
H 1.7035 4.2283 -0.1184 -0.9 1.8 -0.5
O -0.8817 -0.6970 -0.5718 -2.4 0.2 -2.0
H -0.1329 -0.8595 -0.0726 2.4 -0.3 1.8
H -0.5067 -0.7687 -1.4610 -0.2 0.2 0.1
O -2.9321 0.9776 1.2669 0.9 -1.9 3.9
H -2.8088 0.1450 0.8586 0.1 -1.1 -1.0
H -3.1544 1.5957 0.6538 -0.8 2.7 -2.7
O 3.3253 -1.2683 -3.8016 1.5 4.5 -0.7
H 3.4300 -1.7775 -3.0194 0.2 -0.5 1.2
H 3.7897 -0.3112 -3.6042 -1.7 -3.9 -0.5
O -2.5896 -1.7291 2.9767 -3.1 1.0 -0.8
H -2.4759 -2.4148 2.2950 -0.2 0.3 0.3
H -3.5164 -1.2746 2.8188 2.9 -1.4 0.3
O 4.0027 -0.8052 2.1398 -0.2 -4.9 -2.4
H 3.7287 -0.1628 2.6843 -1.3 4.1 3.0
H 4.7475 -0.5751 1.6309 1.3 0.8 -0.6
O -2.0535 -4.2738 -0.1802 0.8 1.2 -0.8
H -1.5917 -3.5414 0.3042 -0.5 -0.9 -0.6
H -1.8714 -4.0758 -1.1363 -0.3 -0.3 1.3
O -0.8339 -2.9039 -3.4491 -1.1 3.3 8.5
H -1.1927 -1.9347 -3.2803 1.0 -3.0 0.1
H -0.8661 -2.8539 -4.3010 0.0 -0.4 -8.6
O 1.8545 -0.3556 -0.2347 2.2 0.4 1.5
H 2.6790 0.1926 -0.0501 -1.5 0.2 -1.0
H 2.0996 -1.0158 0.4449 -0.6 -0.3 -0.9
O 1.1337 1.9823 -4.0464 -0.5 1.1 5.8
H 1.5090 1.3751 -4.6056 1.5 -2.5 -2.2
H 1.4177 1.6325 -3.0708 -1.1 1.3 -3.6

=====

5.
58
Properties=species:S:1:pos:R:3:forces:R:3 method="wB97M-V/def2-TZVPD" relative_energy_ev=5.702 total_charge=+1 orbital_gap_ev=10.576 multiplicity=1 energy_ha=-1452.5286
O 0.6618 2.4238 -3.4718 0.1 -0.9 0.8
H 0.9891 -0.8026 2.8135 -2.3 -3.8 1.7
H 0.6348 1.5810 -2.9511 -0.3 0.9 -0.9
O -2.8315 0.6247 3.1896 -2.9 0.6 0.3
H -3.5092 0.3690 3.8322 0.5 -0.8 0.9
H -3.4878 1.1454 2.7015 0.8 0.3 -0.6
O -1.5117 -1.4598 1.1579 0.0 -0.3 0.2
H -2.0599 -1.4808 0.3727 -0.3 0.5 -0.1
H -1.4234 -0.5557 1.5081 -0.4 -0.2 -0.2
O -4.3144 -2.0246 2.3707 3.1 -1.2 -0.4
H -4.0963 -1.1262 2.2621 -1.3 3.0 -0.1
H 2.5303 0.3621 2.0381 -1.8 1.4 -0.9
O 3.2098 2.1228 -1.4299 0.2 0.2 0.2
H 2.3732 2.5810 -1.3765 -0.5 0.3 0.2
H 3.4801 2.3534 -2.3185 0.3 0.3 -0.4
O -3.1843 1.0343 0.4843 -2.0 2.3 4.1
H -4.0081 1.5463 0.9323 3.2 -1.4 -0.7
H -3.6724 0.9724 -0.2770 -1.3 -0.9 -4.0
O 0.6847 -3.1108 0.9864 -2.4 2.6 -0.4
H -0.3747 -1.6265 3.0646 0.6 0.2 0.1
H -0.3338 -2.9494 0.7059 3.4 -0.6 0.9
O 0.5841 -1.8153 3.0682 2.5 3.1 -1.7
H 0.7306 -2.2416 1.7494 -0.5 -2.8 0.3
O 0.7485 -2.0207 -3.7184 -0.9 1.9 0.3
H 0.9024 -2.7552 -3.1328 -0.2 -0.5 0.4
H 0.0162 -1.4817 -3.2899 1.3 -1.2 -0.6
O -1.9262 -2.7010 -3.0011 1.8 1.1 0.0
H -2.0500 -2.3806 -3.8933 -0.1 0.1 -0.3
H 0.0630 1.3085 -1.0687 0.1 -3.4 -0.9
O 1.6385 -1.6326 -0.6007 0.6 -0.7 0.1
H 1.2793 -2.4429 0.2704 -0.9 -1.0 -0.2
H 1.0544 -1.0316 -1.0284 -1.6 0.8 -0.2
O 1.9705 0.8852 1.3519 4.2 -2.1 0.1
H 2.7302 0.7692 0.6631 -2.1 0.6 0.7
H 2.4998 -1.2793 -0.8778 0.5 -0.5 0.5
O -0.5568 0.2541 3.2209 5.4 0.3 -11.8
H -2.6813 -3.1905 -2.7924 -1.9 -1.2 0.4
H -0.2515 2.6351 -3.7044 0.3 -0.1 0.1
O 1.3493 3.5094 1.7839 -0.5 4.5 1.4
H 2.0350 3.9280 2.3488 -0.9 0.3 -0.4
H -3.3066 -2.0996 2.2141 -1.6 -1.8 0.4
O -1.0912 2.5592 2.3137 -1.9 0.3 2.3
H -0.3678 3.2119 2.2685 0.1 -0.1 0.3
H -1.5847 2.6079 3.2384 1.8 0.1 -3.0
O -2.1267 0.6591 -4.0084 -0.1 -0.3 0.2
H 2.7604 -0.6781 -2.9309 -0.6 -0.6 -0.7
H -1.4075 0.7104 -4.6331 0.4 -0.2 -0.5
O 3.0589 -0.4099 -2.0663 -1.1 -1.4 -0.9
H -2.1390 1.5291 -3.6199 -0.3 0.4 0.2
H 3.6671 0.2504 -2.2433 1.7 2.3 -0.2
O -0.1941 0.3032 -1.3348 -1.6 5.0 2.0
H -1.1180 0.4894 -0.9474 1.4 -1.4 -1.0
H -0.8347 0.2642 4.0063 -3.8 1.3 9.3
O 4.2082 -1.2629 -0.0863 -0.6 0.2 -0.8
H 4.8386 -1.2151 0.6003 1.3 0.0 1.0
H 4.6071 -0.9821 -0.9253 0.1 -0.3 0.7
H -0.6143 1.0511 2.5464 -0.5 -0.7 2.8
H 1.7523 2.7157 1.6642 1.4 -4.5 -0.9